Formula: C5H16O2
Source: the OMol25 dataset
Level of theory: ωB97M-V with the def2-TZVPD basis set

Values from the calculation:
- Highest occupied orbital energy: -10.797 eV
- SMILES: CCCCC.O.O
- HOMO-LUMO gap: 0.4204 Eh
- LUMO: 0.6 eV
- DFT total energy: -9539.0530 eV
- Energy relative to the best compared isomer or geometry (same formula, charge and spin): 74.96 kJ/mol

Structure (XYZ):
```
23
Properties=species:S:1:pos:R:3:nbo_charge:R:1
O 2.451 -1.101 -1.700 -0.93
C 0.386 3.115 1.393 -0.61
H -0.668 2.931 -0.502 0.21
H -0.216 -3.393 -1.631 0.47
H 0.766 0.009 0.929 0.19
H 1.461 2.987 1.407 0.21
H -1.808 -1.770 0.908 0.22
H -0.608 -2.218 -2.436 0.47
H -1.295 -0.824 2.344 0.20
C -0.978 1.069 0.527 -0.40
H 1.606 -0.986 -1.277 0.46
H 0.033 2.743 2.353 0.20
H -1.459 1.198 1.496 0.20
H -0.156 -0.773 -0.408 0.18
H 0.742 2.037 -0.415 0.20
O -1.014 -2.944 -1.943 -0.93
C -0.987 -1.316 1.420 -0.61
C -0.125 2.277 0.192 -0.41
H 0.122 4.170 1.361 0.21
H -0.274 -2.074 1.759 0.21
H 3.009 -1.288 -0.933 0.47
C -0.226 -0.286 0.570 -0.39
H -1.763 0.919 -0.219 0.20
```

Formula: C5H16O3
Source: the OMol25 dataset
Level of theory: ωB97M-V with the def2-TZVPD basis set

Values from the calculation:
- Highest occupied orbital energy: -9.117 eV
- SMILES: C/C=C/CC.O.O.O
- HOMO-LUMO gap: 0.3670 Eh
- LUMO: 0.9 eV
- DFT total energy: -11585.8525 eV
- Energy relative to the best compared isomer or geometry (same formula, charge and spin): 101.05 kJ/mol

Structure (XYZ):
```
24
Properties=species:S:1:pos:R:3:nbo_charge:R:1
H -3.729 -0.669 -0.171 0.47
H 0.013 -2.473 -0.950 0.20
H 1.668 -0.800 0.124 0.19
H 1.829 1.473 1.140 0.21
C 0.071 0.471 0.368 -0.19
H -1.037 -1.165 -1.333 0.19
H 0.148 -3.951 5.357 0.48
H 0.578 -3.335 6.758 0.47
H 0.531 2.466 1.119 0.22
C 0.670 -0.574 -0.199 -0.17
H -5.182 -1.210 -0.412 0.47
H 2.150 5.585 -3.497 0.47
C 0.003 -1.417 -1.228 -0.43
H -0.054 -1.565 -3.366 0.21
O 0.221 -3.157 5.888 -0.95
O 1.356 5.502 -2.958 -0.94
H 1.542 6.024 -2.162 0.47
H 1.217 -0.467 -2.817 0.21
H 1.476 -2.173 -2.589 0.20
O -4.665 -0.464 -0.104 -0.94
H 0.682 1.202 2.376 0.22
H -0.914 0.690 -0.050 0.19
C 0.732 1.412 1.311 -0.66
C 0.695 -1.406 -2.605 -0.60
```

Formula: C5H16O5
Source: the OMol25 dataset
Level of theory: ωB97M-V with the def2-TZVPD basis set

Values from the calculation:
- Highest occupied orbital energy: -10.458 eV
- SMILES: CCCCC(=O)O.O.O.O
- HOMO-LUMO gap: 0.4022 Eh
- LUMO: 0.5 eV
- DFT total energy: -15681.6928 eV
- Energy relative to the best compared isomer or geometry (same formula, charge and spin): 51.13 kJ/mol

Structure (XYZ):
```
26
Properties=species:S:1:pos:R:3:nbo_charge:R:1
H -2.917 -0.320 1.904 0.46
H 0.449 -0.274 1.004 0.29
C -0.987 -0.953 -0.413 -0.39
O 2.267 -1.490 -0.285 -0.74
H -1.829 1.898 -1.101 0.21
H -0.833 -1.976 -0.810 0.21
H -2.629 1.198 0.238 0.17
H 2.327 0.792 3.101 0.48
C -2.006 -0.309 -1.356 -0.41
C -2.504 1.076 -0.849 -0.61
H -3.472 1.358 -1.289 0.22
C 0.288 -0.128 -0.058 -0.56
H -1.493 -1.129 0.535 0.21
O 1.742 -0.170 -1.983 -0.59
O -2.398 0.085 2.613 -0.92
H -2.846 -0.923 -1.612 0.21
O 3.871 0.685 -0.224 -0.95
C 1.413 -0.581 -0.906 0.82
H -2.067 0.851 2.091 0.46
H 2.644 -2.149 -0.891 0.49
O 1.892 0.511 2.297 -0.97
H -1.584 0.034 -2.298 0.21
H 4.153 -0.081 0.290 0.47
H 0.154 0.903 -0.402 0.24
H 2.386 0.766 1.519 0.49
H 3.979 0.324 -1.112 0.48
```

Formula: C5H17ClInN3O7P
Source: the OMol25 dataset
Level of theory: ωB97M-V with the def2-TZVPD basis set

Values from the calculation:
- Net charge: -1
- Highest occupied orbital energy: -3.896 eV
- HOMO-LUMO gap: 0.2329 Eh
- LUMO: 2.4 eV
- DFT total energy: -51240.9815 eV

Structure (XYZ):
```
35
Properties=species:S:1:pos:R:3:mulliken_charge:R:1
C 2.752 3.119 -2.783 -0.44
O 4.408 4.710 -2.548 -0.58
In -0.013 -0.482 0.875 0.53
H 0.404 -1.675 2.075 -0.36
H 3.809 -1.295 2.988 0.26
H 2.835 3.190 -3.864 0.26
C -2.106 -0.689 0.236 -0.59
H 3.610 -0.450 1.447 0.17
O 4.705 2.826 -1.550 -0.51
H -5.931 0.651 1.240 0.29
H -2.592 0.567 -1.484 0.25
C -2.410 -0.489 -1.256 -0.85
H 5.277 -0.825 2.039 0.31
H 0.199 0.191 -2.493 0.30
H -2.706 0.020 0.818 0.19
O 1.109 0.365 -2.231 -0.52
O -4.741 -1.947 2.123 -0.49
H 2.009 3.828 -2.429 0.27
H -6.631 -0.993 1.014 0.31
N -5.097 -0.834 2.436 0.88
C -6.274 -0.259 1.725 -0.75
Cl 0.944 -2.506 -2.086 -0.38
H -3.299 -1.041 -1.591 0.31
O -4.571 -0.126 3.270 -0.52
H -1.599 -0.820 -1.914 0.10
O 5.199 -2.930 0.863 -0.58
C 4.241 -1.139 2.004 -0.60
H -7.015 -0.014 2.481 0.29
H -2.412 -1.689 0.554 0.28
H 2.540 2.109 -2.451 0.12
N 4.166 -2.445 1.288 0.91
N 4.062 3.581 -2.243 0.89
P 1.661 -0.762 -1.104 0.06
O 3.058 -2.908 1.165 -0.45
H 0.410 1.161 1.388 -0.35
```